(1)
Here is a structure of composition C42H38MoN11O4 from the Open Molecules 2025 dataset. Energies are from wB97M-V/def2-TZVPD.

```
! wB97M-V def2-TZVPD RIJCOSX def2/J DEFGRID3
* xyz 3 3
Mo -0.243 -0.147 0.358
C -7.257 -1.854 -2.036
O -6.223 -1.366 -1.168
C -6.564 -0.409 -0.275
C -7.812 0.188 -0.155
C -8.026 1.137 0.834
C -7.023 1.489 1.727
C -5.776 0.893 1.624
C -5.549 -0.026 0.611
N -4.306 -0.721 0.459
C -3.101 -0.217 0.526
N -2.907 1.100 0.699
C -1.721 1.797 1.008
C -0.553 1.292 1.645
C 0.422 2.130 2.187
C 0.261 3.498 2.056
C -0.837 4.031 1.387
C -1.833 3.210 0.875
O -2.984 3.622 0.345
C -3.291 5.037 0.336
N -1.985 -1.023 0.439
C -2.205 -2.440 0.284
C -2.145 -3.285 1.384
C -2.380 -4.639 1.212
C -2.670 -5.125 -0.057
C -2.721 -4.285 -1.161
C -2.483 -2.924 -1.000
O -2.470 -1.999 -1.990
C -2.905 -2.421 -3.294
H -6.794 -2.622 -2.646
H -7.630 -1.053 -2.673
H -8.069 -2.289 -1.454
H -8.619 -0.082 -0.820
H -9.003 1.593 0.918
H -7.219 2.201 2.515
H -5.011 1.111 2.359
H -4.382 -1.679 0.130
H -3.719 1.702 0.574
H 1.307 1.714 2.650
H 1.012 4.167 2.455
H -0.930 5.104 1.298
H -3.277 5.426 1.353
H -4.288 5.109 -0.081
H -2.581 5.566 -0.299
H -1.946 -2.872 2.366
H -2.359 -5.306 2.063
H -2.865 -6.180 -0.195
H -2.941 -4.695 -2.136
H -2.907 -1.527 -3.909
H -3.912 -2.834 -3.241
H -2.216 -3.157 -3.710
C 2.380 -5.234 0.191
N 1.666 -3.956 -0.052
C 1.487 -2.948 0.780
N 0.855 -1.958 0.135
C 0.677 -2.468 -1.136
N 1.146 -3.669 -1.267
C 3.293 -5.563 -0.958
C 3.337 -6.857 -1.457
C 4.175 -7.162 -2.524
C 4.923 -6.170 -3.130
C 4.856 -4.864 -2.644
C 4.072 -4.573 -1.539
C 5.545 -3.786 -3.351
N 6.315 -3.848 -4.374
N 6.617 -2.528 -4.718
C 6.004 -1.787 -3.870
O 5.296 -2.506 -2.955
C 5.942 -0.329 -3.786
C 6.591 0.462 -4.734
C 6.511 1.840 -4.645
C 5.791 2.442 -3.618
C 5.155 1.653 -2.671
C 4.436 2.266 -1.501
N 3.023 1.830 -1.432
C 2.490 0.892 -0.679
N 1.176 0.804 -0.953
C 0.990 1.759 -1.926
N 2.089 2.377 -2.240
C 5.231 0.270 -2.758
H 1.626 -6.009 0.331
H 2.905 -5.088 1.137
H 1.810 -2.942 1.808
H 0.177 -1.943 -1.938
H 2.726 -7.634 -1.015
H 4.219 -8.174 -2.901
H 5.545 -6.385 -3.988
H 4.042 -3.555 -1.168
H 7.150 -0.013 -5.530
H 7.014 2.455 -5.379
H 5.739 3.521 -3.555
H 4.412 3.352 -1.537
H 4.883 1.959 -0.554
H 3.046 0.301 0.031
H 0.042 1.964 -2.395
H 4.757 -0.360 -2.013
*
```

Results
maximum force	0.5	eV/Å
E	-2593.820591	Eh
⟨S²⟩	2.040
molar mass	856.78	g/mol
lowest unoccupied orbital energy (spin up / spin down)	-10.08 / -10.28	eV

***

(2)
Here is a cluster of 3 separate species, C42H38NO8S2 in total at a distorted geometry from the Open Molecules 2025 dataset. Energies are from wB97M-V/def2-TZVPD.

```
! wB97M-V def2-TZVPD RIJCOSX def2/J DEFGRID3
* xyz -1 1
C -7.576 -2.487 -8.309
C -6.117 -3.000 -7.823
C -5.975 -3.058 -6.222
C -4.989 -1.918 -5.657
C -3.878 -2.488 -4.606
C -2.593 -1.542 -4.745
S -1.000 -2.388 -4.242
O -1.254 -3.392 -3.131
O -0.563 -3.181 -5.459
N 0.074 -1.123 -3.820
S 1.719 -1.644 -3.919
O 1.730 -3.105 -3.462
O 2.302 -1.622 -5.308
C 2.708 -0.727 -2.655
C 2.973 0.811 -2.991
C 2.870 1.468 -4.381
C 3.157 2.979 -4.537
C 3.556 3.860 -3.337
C 3.679 3.242 -1.912
C 3.364 1.724 -1.776
C 3.459 1.125 -0.275
H -8.234 -2.176 -7.418
H -8.138 -3.286 -8.911
H -7.395 -1.609 -9.017
H -5.327 -2.336 -8.322
H -6.009 -4.070 -8.236
H -5.531 -4.070 -5.945
H -7.007 -2.929 -5.742
H -5.586 -1.058 -5.179
H -4.416 -1.459 -6.547
H -4.347 -2.325 -3.568
H -3.681 -3.596 -4.778
H -2.437 -1.105 -5.785
H -2.717 -0.672 -3.993
H 3.673 -1.296 -2.375
H 2.077 -0.736 -1.686
H 2.561 0.861 -5.290
H 3.078 3.470 -5.557
H 3.748 4.975 -3.472
H 3.986 3.863 -0.995
H 2.444 1.367 0.226
H 3.612 -0.002 -0.254
H 4.244 1.678 0.355
C 5.541 6.263 4.057
C 6.447 6.381 5.109
C 6.586 5.346 6.027
C 5.810 4.194 5.903
C 4.885 4.087 4.864
C 4.760 5.120 3.933
C 4.020 2.890 4.749
O 3.215 2.794 3.840
C 4.142 1.817 5.761
C 3.294 0.710 5.699
C 3.411 -0.309 6.638
C 4.380 -0.232 7.636
C 5.223 0.872 7.704
C 5.099 1.903 6.772
C 5.978 3.090 6.875
O 6.824 3.161 7.751
H 5.440 7.068 3.335
H 7.047 7.279 5.211
H 7.297 5.441 6.841
H 4.053 5.036 3.115
H 2.539 0.642 4.922
H 2.747 -1.166 6.591
H 4.475 -1.031 8.363
H 5.973 0.928 8.487
C -0.511 -1.983 -0.535
C 0.043 -2.756 0.483
C -0.644 -2.930 1.680
C -1.884 -2.319 1.869
C -2.428 -1.523 0.857
C -1.744 -1.366 -0.349
C -3.719 -0.829 1.062
O -4.198 -0.137 0.180
C -4.417 -0.981 2.360
C -5.606 -0.287 2.589
C -6.275 -0.434 3.799
C -5.765 -1.280 4.781
C -4.578 -1.968 4.559
C -3.896 -1.812 3.351
C -2.614 -2.523 3.138
O -2.165 -3.261 4.001
H 0.020 -1.856 -1.472
H 1.010 -3.227 0.341
H -0.209 -3.538 2.467
H -2.167 -0.761 -1.143
H -6.011 0.372 1.827
H -7.197 0.111 3.977
H -6.292 -1.399 5.723
H -4.183 -2.623 5.329
*
```

Results
maximum force	6.8	eV/Å
E	-3076.167348	Eh
molar mass	748.90	g/mol
lowest unoccupied orbital energy	0.10	eV

***

> The lowest E belongs to which entry?

C42H38NO8S2

***

> maximum force of number 1 (C42H38MoN11O4)?

0.5 eV/Å

***

> The highest maximum force belongs to which entry?

C42H38NO8S2

***

> The highest maximum force belongs to which entry?

C42H38NO8S2